This record from OMol25 describes a 2-piece molecular cluster, C4H12N2S2 overall. The level of theory is the ωB97M-V functional and the def2-TZVPD basis.

energy above the lowest of the compared OMol25 structures with the same formula, charge and spin	19.2	kcal per mole
gap between HOMO and LUMO	9.73	eV
LUMO energy	0.6760	eV
DFT total energy	-28992.5177	eV

Atoms and positions in Å:
C  -2.644  -0.594  -0.247
C  -2.552  -1.496  0.702
N  -3.116  -1.280  2.001
N  -2.055  -0.842  -1.541
H  -3.155  0.355  -0.098
H  -2.033  -2.425  0.473
H  -2.395  -1.231  2.711
H  -3.734  -2.038  2.261
H  -1.387  -0.106  -1.746
H  -2.770  -0.784  -2.259
C  1.390  3.162  -0.570
C  0.970  1.700  -0.612
S  2.212  0.695  0.255
S  1.457  -1.199  -0.010
H  2.383  3.316  -0.996
H  1.387  3.528  0.458
H  0.656  3.766  -1.113
H  0.864  1.335  -1.630
H  0.018  1.564  -0.095
H  0.632  -1.207  1.046

This record from OMol25 describes a 2-piece molecular cluster, CH6N2O overall. The level of theory is the ωB97M-V functional and the def2-TZVPD basis.

energy above the lowest of the compared OMol25 structures with the same formula, charge and spin	12.6	kcal per mole
gap between HOMO and LUMO	10.66	eV
LUMO energy	0.8778	eV
DFT total energy	-6161.9493	eV

Atoms and positions in Å:
N  2.300  -0.031  0.262
H  2.204  0.817  -0.306
H  3.235  -0.402  0.214
H  1.989  0.149  1.324
C  -1.330  0.136  -0.155
N  -0.649  -0.719  -0.960
O  -1.033  0.600  0.981
H  -2.317  0.348  -0.560
H  -0.814  -0.475  -1.947
H  0.386  -0.803  -0.762

This record from OMol25 describes C36H28F5N2O5PtS5 as an isolated structure. The level of theory is the ωB97M-V functional and the def2-TZVPD basis.

total charge	-1
energy above the lowest of the compared OMol25 structures with the same formula, charge and spin	0.0	kcal per mole
gap between HOMO and LUMO	5.60	eV
LUMO energy	2.2789	eV
DFT total energy	-122015.4524	eV

Atoms and positions in Å:
Pt  -3.106  0.111  -1.918
S  -2.466  1.994  -0.954
C  -2.496  1.641  0.777
N  -2.344  2.721  1.677
C  -2.713  2.457  3.041
C  -2.199  1.079  3.456
N  -2.765  0.084  2.586
C  -2.808  -1.268  3.078
C  -1.469  -1.931  3.347
C  -1.129  -2.331  4.634
C  0.079  -2.969  4.889
C  0.960  -3.220  3.849
C  0.632  -2.817  2.560
C  -0.566  -2.167  2.310
C  -2.706  0.390  1.205
S  -2.982  -0.909  0.045
C  -2.017  4.053  1.238
C  -0.530  4.308  1.081
C  0.044  4.419  -0.180
C  1.416  4.591  -0.321
C  2.231  4.643  0.800
C  1.666  4.536  2.066
C  0.297  4.375  2.201
H  -3.804  2.479  3.187
H  -2.271  3.220  3.687
H  -2.496  0.854  4.485
H  -1.101  1.094  3.420
H  -3.364  -1.871  2.357
H  -3.386  -1.267  4.011
H  -1.824  -2.145  5.447
H  0.326  -3.276  5.899
H  1.897  -3.729  4.041
H  1.312  -3.009  1.739
H  -0.815  -1.856  1.301
H  -2.431  4.759  1.964
H  -2.516  4.256  0.286
H  -0.588  4.343  -1.057
H  1.847  4.669  -1.312
H  3.302  4.768  0.692
H  2.298  4.574  2.945
H  -0.139  4.289  3.191
O  -2.376  -1.207  -5.127
S  -3.770  -0.510  -4.585
O  -4.540  -0.417  -5.776
O  -3.325  0.773  -3.998
O  -4.252  -1.367  -3.496
F  -1.182  -7.545  -4.254
C  -1.239  -6.212  -4.205
C  -0.155  -5.482  -3.759
F  0.963  -6.111  -3.383
C  -0.228  -4.104  -3.723
F  0.849  -3.432  -3.320
C  -1.368  -3.402  -4.108
S  -1.277  -1.644  -3.962
C  -2.447  -4.163  -4.550
F  -3.587  -3.609  -4.948
C  -2.379  -5.547  -4.606
F  -3.430  -6.247  -5.043
O  0.805  -0.956  -1.935
S  1.129  0.399  -1.416
C  2.740  0.782  -2.133
C  3.457  1.896  -1.711
C  4.672  2.185  -2.310
C  5.162  1.368  -3.325
C  4.434  0.263  -3.740
C  3.212  -0.033  -3.145
C  1.738  0.263  0.266
C  2.790  -0.585  0.598
C  3.250  -0.610  1.900
C  2.669  0.212  2.861
C  1.617  1.045  2.524
C  1.133  1.065  1.218
H  3.071  2.513  -0.909
H  5.243  3.046  -1.984
H  6.112  1.597  -3.791
H  4.816  -0.371  -4.530
H  2.615  -0.887  -3.443
H  3.241  -1.209  -0.166
H  4.064  -1.270  2.174
H  3.032  0.187  3.881
H  1.166  1.682  3.273
H  0.297  1.697  0.936